[1]
Here is C11H17N2OP in the gas phase from the OMol25 dataset. Energies are from ωB97M-V/def2-TZVPD.

```
32
C11H17N2OP | the OMol25 dataset | ωB97M-V/def2-TZVPD
H -1.41 1.07 -1.28
H -0.52 -0.97 -0.89
C -2.59 2.69 -0.45
H -3.00 -2.16 0.14
H -3.58 2.83 -0.03
H 3.66 2.53 -0.26
H 0.46 -3.00 0.58
P -2.92 0.09 0.41
H -1.05 -2.66 -1.09
H 1.48 -2.20 -1.31
H -3.13 1.06 -1.79
O -4.37 0.03 0.61
H 0.73 1.07 2.50
C 2.19 -0.53 -0.12
H -1.85 2.89 0.32
H -0.94 -2.64 1.60
H 3.19 -1.81 -1.50
C 3.01 1.75 0.10
H 3.68 0.34 -1.36
H -2.45 3.41 -1.26
H 2.63 -2.62 -0.04
C 2.20 1.95 1.22
C -1.04 -1.80 -0.41
C 3.01 0.51 -0.52
C -2.44 1.27 -0.97
N -2.40 -1.41 -0.20
C 1.30 -0.32 0.98
C 2.37 -1.87 -0.78
C 1.39 0.94 1.65
N 0.40 -1.13 1.52
H 2.22 2.89 1.74
C -0.24 -2.21 0.88
```

Gap between HOMO and LUMO (spin up / spin down)   0.15334 / 0.10297 Eh



[2]
Here is C4H2O2 in the gas phase from the OMol25 dataset. Energies are from ωB97M-V/def2-TZVPD.

```
8
C4H2O2 | the OMol25 dataset | ωB97M-V/def2-TZVPD
H -1.54 -1.06 1.06
C -0.23 -0.31 -1.95
O 1.17 1.03 1.13
C 0.19 0.32 0.52
C -0.81 -0.32 1.08
H 1.47 0.76 2.07
O -0.48 -0.78 -2.96
C 0.23 0.36 -0.93
```

Gap between HOMO and LUMO (spin up / spin down)   0.24132 / 0.23329 Eh



[3]
Here is a 2-piece molecular cluster, C4H12 overall from the OMol25 dataset. Energies are from ωB97M-V/def2-TZVPD.

```
16
C4H12 | the OMol25 dataset | ωB97M-V/def2-TZVPD
C -1.33 1.26 -0.80
H 3.27 -2.38 0.70
H -1.89 3.39 -0.72
H 0.37 -1.59 0.33
H -2.77 2.41 -1.88
H -1.22 0.67 -1.76
H -0.30 1.59 -0.53
C 2.25 -2.44 1.13
H -1.52 0.63 0.12
H 2.46 -2.23 2.19
C 1.40 -1.18 0.56
H 1.71 -3.37 0.94
H 1.16 -0.27 1.21
H 1.86 -0.78 -0.21
C -2.32 2.31 -0.92
H -3.10 2.27 -0.19
```

Gap between HOMO and LUMO   0.44723 Eh
SMILES   CC.CC



For the records above, the corresponding electronic energy values read -955.33738, -303.87800, -159.53739 Ha.
For the records above, the corresponding energy above the lowest of the compared OMol25 structures with the same formula, charge and spin values read 164.4, 346.1, 124.9 kJ/mol.